No. 1
Computed, not measured: a molecular structure, C25H48Cl3N4O3SScSi in a non-equilibrium geometry, with ωB97M-V/def2-TZVPD.

Positions of all 86 atoms, in Å:
C (2.35074, -1.35488, -4.31966)
C (3.01441, -0.54387, -3.24463)
H (2.94666, -1.40738, -5.23547)
H (1.36482, -0.92348, -4.55845)
H (2.16546, -2.37396, -3.95179)
C (3.90664, 0.42819, -3.47814)
C (4.36352, 0.80866, -4.84067)
H (4.31413, 1.02448, -2.65785)
H (3.53069, 0.80729, -5.56686)
H (5.12930, 0.10137, -5.20208)
H (4.81295, 1.81243, -4.83172)
Sc (-1.30178, -0.35492, -0.42018)
Cl (-0.40411, -2.63236, -0.14303)
Cl (-3.55941, 0.33664, -1.10667)
H (-4.38008, 0.35647, 3.01404)
H (-5.07591, -2.84482, 2.99887)
C (-4.62420, -0.03111, 2.01309)
C (-4.98799, -2.52395, 1.95147)
N (-4.09994, -1.38656, 1.84049)
H (-4.22329, 0.63580, 1.24009)
C (-2.82632, -1.56465, 1.57274)
O (-2.07785, -0.54338, 1.38973)
H (-4.57111, -3.34550, 1.35995)
H (-2.42474, -2.58832, 1.50966)
H (-5.71067, -0.10031, 1.90272)
H (-5.97276, -2.23598, 1.57331)
H (0.36138, 1.66138, -3.63256)
H (2.50726, 3.44422, -2.68004)
C (-0.16896, 2.50415, -3.16861)
C (1.63106, 3.91998, -2.21151)
N (0.56673, 2.95357, -1.97738)
H (-1.18167, 2.20947, -2.89584)
C (0.29970, 2.45063, -0.77374)
O (-0.58165, 1.57683, -0.57243)
H (1.93775, 4.37037, -1.25216)
H (0.88358, 2.87857, 0.05900)
H (-0.18495, 3.35161, -3.86953)
H (1.26924, 4.69954, -2.88795)
O (1.24872, 0.01834, -2.15604)
C (2.36101, -0.68198, -1.88439)
C (3.23853, 1.26090, -0.51198)
C (3.13942, -0.11924, -0.68415)
H (2.71694, 1.90822, -1.22522)
C (3.98010, 1.78614, 0.54882)
H (2.16361, -1.75092, -1.69746)
C (3.73827, -0.98549, 0.22695)
H (4.06461, 2.86896, 0.64907)
C (4.60028, 0.91975, 1.44756)
C (4.47469, -0.46378, 1.28921)
H (3.59343, -2.06035, 0.07601)
H (5.18028, 1.31929, 2.27866)
H (4.96429, -1.15308, 1.98000)
Si (-2.83009, -1.77913, -3.51771)
Cl (-0.94450, -0.85667, -2.81995)
C (-4.01905, -0.44449, -4.05818)
C (-3.41972, -2.88767, -2.13817)
C (-2.34531, -2.79914, -4.99521)
H (-3.56587, 0.54867, -4.17701)
H (-4.84935, -0.37140, -3.34742)
H (-4.41954, -0.76688, -5.02977)
H (-2.18692, -2.16661, -5.87850)
H (-3.21029, -3.45736, -5.17918)
H (-1.45777, -3.41755, -4.81521)
H (-2.72137, -3.00523, -1.29692)
H (-3.56767, -3.88126, -2.58876)
H (-4.38197, -2.50871, -1.77322)
C (2.55216, -1.07859, 6.20747)
C (1.92073, -0.01817, 5.31637)
N (1.54429, -0.59538, 4.00432)
C (0.70936, 0.07349, 3.16728)
S (1.02246, 0.19969, 1.51452)
N (-0.39101, 0.64809, 3.72744)
C (-1.22074, -0.16858, 4.64547)
C (-2.30769, 0.68039, 5.27361)
H (1.96150, -2.00235, 6.21280)
H (2.60471, -0.69761, 7.23536)
H (3.57545, -1.31035, 5.88288)
H (1.01477, 0.39070, 5.77325)
H (2.62588, 0.81316, 5.16702)
H (2.33107, -1.02492, 3.51203)
H (-0.95748, 1.14169, 3.03031)
H (-1.65882, -1.02080, 4.09796)
H (-0.55597, -0.58563, 5.40866)
H (-3.02218, 1.04840, 4.51924)
H (-2.85548, 0.07547, 6.00005)
H (-1.87632, 1.54209, 5.79785)

Forces on atoms 1 to 2 (eV/Å):
C -0.112 -0.093 -0.053
C 1.266 0.461 0.338

## Properties
Energy relative to the best compared isomer or geometry (same formula, charge and spin) in kJ/mol: 265.8
HOMO in eV: -6.173
Molecular weight in g mol⁻¹: 664.15
Energy in a.u.: -4255.3401
Total charge: 0
Largest force on an atom in eV/A: 2.8

Computed Mulliken charges, given in elementary charges:
1. C -1.643
2. C 0.575
3. H 0.469
4. H 0.125
5. H 0.304
6. C 0.224
7. C -1.695
8. H 0.399
9. H 0.354
10. H 0.325
11. H 0.380
12. Sc -0.214
13. Cl -0.479
14. Cl -0.608
15. H 0.153
16. H 0.312
17. C -0.812
18. C -0.972
19. N 0.448
20. H 0.250
21. C -0.427
22. O 0.166
23. H 0.344
24. H 0.793
25. H 0.328
26. H 0.337
27. H 0.123
28. H 0.284
29. C -0.923
30. C -0.912
31. N 0.433
32. H 0.273
33. C -0.156
34. O -0.140
35. H 0.280
36. H 0.384
37. H 0.407
38. H 0.381
39. O 0.257
40. C -0.060
41. C 0.411
42. C -0.371
43. H 0.619
44. C -1.203
45. H 0.261
46. C -0.310
47. H 0.355
48. C -0.552
49. C -0.827
50. H 0.344
51. H 0.413
52. H 0.447
53. Si 0.250
54. Cl 0.210
55. C -1.099
56. C -0.764
57. C -1.122
58. H 0.297
59. H 0.343
60. H 0.379
61. H 0.278
62. H 0.346
63. H 0.293
64. H 0.167
65. H 0.462
66. H 0.258
67. C -1.281
68. C -0.354
69. N 0.025
70. C -0.728
71. S 0.128
72. N -0.074
73. C -0.114
74. C -1.340
75. H 0.299
76. H 0.398
77. H 0.345
78. H 0.325
79. H 0.321
80. H 0.326
81. H 0.404
82. H 0.021
83. H 0.382
84. H 0.235
85. H 0.380
86. H 0.351

---

No. 2
Computed, not measured: a molecular structure, C25H48Cl3N4O4SiTm in a non-equilibrium geometry, with ωB97M-V/def2-TZVPD.

Positions of all 86 atoms, in Å:
C (-1.47909, -2.11148, -3.13296)
C (-1.07156, -3.14296, -2.12805)
H (-1.19340, -2.40568, -4.14678)
H (-1.03753, -1.12778, -2.90712)
H (-2.57095, -1.97521, -3.11723)
C (-0.57421, -4.35549, -2.42004)
C (-0.39664, -4.91657, -3.78678)
H (-0.27915, -5.01730, -1.60486)
H (-0.62965, -4.20436, -4.58597)
H (-1.03253, -5.80035, -3.93609)
H (0.63935, -5.25634, -3.92081)
Tm (-0.13246, 0.18140, 0.25694)
Cl (-2.71532, 0.23475, 0.22089)
Cl (-0.16651, 1.40281, -2.05565)
H (0.66925, 4.68553, 3.62857)
H (-1.49134, 5.63902, 2.39632)
C (1.00856, 4.36745, 2.63817)
C (-1.02988, 5.27023, 1.47449)
N (-0.14778, 4.15182, 1.77029)
H (1.55655, 3.42710, 2.71331)
C (-0.28910, 3.00205, 1.14411)
O (0.53715, 2.05294, 1.27236)
H (-1.80891, 4.90795, 0.79726)
H (-1.17837, 2.87692, 0.49986)
H (1.65944, 5.14449, 2.22175)
H (-0.47443, 6.08247, 0.98874)
H (1.48752, -1.70480, -2.99934)
H (2.40116, -3.78272, -1.83042)
C (2.30859, -1.10886, -2.57585)
C (3.24648, -3.14685, -1.52253)
N (2.80838, -1.76653, -1.37001)
H (1.94551, -0.10227, -2.34804)
C (2.71024, -1.22891, -0.15828)
O (2.09357, -0.16240, 0.08959)
H (3.63701, -3.49659, -0.56011)
H (3.20920, -1.81017, 0.63999)
H (3.11950, -1.06913, -3.31486)
H (4.03358, -3.20350, -2.28429)
O (-0.12408, -1.80434, -0.45350)
C (-1.13642, -2.68984, -0.68004)
C (0.11141, -4.18909, 0.97113)
C (-1.09198, -3.79290, 0.38230)
H (1.03326, -3.67760, 0.68695)
C (0.10977, -5.21464, 1.92199)
H (-2.10409, -2.16434, -0.58027)
C (-2.29749, -4.36103, 0.78934)
H (1.05359, -5.52163, 2.37717)
C (-1.09511, -5.83225, 2.27922)
C (-2.30238, -5.39966, 1.71821)
H (-3.22028, -3.97845, 0.34920)
H (-1.09433, -6.63939, 3.01298)
H (-3.24715, -5.86407, 2.00318)
Si (-0.40363, 4.82140, -5.34075)
Cl (-0.64638, 3.37312, -6.80338)
C (1.42393, 4.84387, -4.93314)
C (-1.47647, 4.27629, -3.91378)
C (-0.96443, 6.46541, -6.06036)
H (1.74069, 3.85140, -4.58753)
H (1.64175, 5.57272, -4.14196)
H (2.01493, 5.10876, -5.81986)
H (-0.36392, 6.73714, -6.93862)
H (-0.86646, 7.27186, -5.32090)
H (-2.01624, 6.41722, -6.37149)
H (-1.16580, 3.28898, -3.53913)
H (-2.52486, 4.21686, -4.23578)
H (-1.40927, 4.98780, -3.08022)
C (2.32086, -0.19853, 3.29496)
N (1.23833, -0.11746, 4.24893)
C (1.62286, -0.07655, 5.64359)
C (-0.01694, -0.15075, 3.74697)
O (-0.15982, -0.32061, 2.49513)
N (-1.13754, 0.03145, 4.48658)
C (-1.30377, 0.09251, 5.92699)
C (-2.37409, 0.13349, 3.73725)
H (3.25823, -0.18338, 3.85344)
H (2.28882, 0.64845, 2.60213)
H (2.25525, -1.11814, 2.70610)
H (1.32358, 0.86182, 6.12376)
H (1.23943, -0.94096, 6.19801)
H (2.71179, -0.12455, 5.66446)
H (-1.81225, 1.02875, 6.18466)
H (-1.93630, -0.74344, 6.25177)
H (-0.37567, 0.04702, 6.48441)
H (-2.36259, 1.01259, 3.07734)
H (-2.52716, -0.74027, 3.09240)
H (-3.20384, 0.22427, 4.44361)

Forces on atoms 1 to 2 (eV/Å):
C -0.173 0.167 -0.119
C 0.639 -1.082 0.268

## Properties
Spin multiplicity: 3
Energy relative to the best compared isomer or geometry (same formula, charge and spin) in kJ/mol: 0.0
HOMO (alpha / beta) in eV: -7.769 / -7.766
Molecular weight in g mol⁻¹: 772.06
Energy in a.u.: -4256.9744
Total charge: 0
Largest force on an atom in eV/A: 2.0
Expectation value of S²: 2.0020

Computed Mulliken charges, given in elementary charges:
1. C -1.341
2. C 0.404
3. H 0.384
4. H 0.018
5. H 0.312
6. C -0.029
7. C -1.469
8. H 0.429
9. H 0.357
10. H 0.302
11. H 0.289
12. Tm -0.315
13. Cl -0.537
14. Cl -0.668
15. H 0.304
16. H 0.323
17. C -0.800
18. C -0.893
19. N 0.297
20. H 0.116
21. C 0.481
22. O -0.640
23. H 0.284
24. H 0.271
25. H 0.333
26. H 0.315
27. H 0.101
28. H 0.155
29. C -0.698
30. C -0.785
31. N 0.334
32. H 0.174
33. C -0.078
34. O -0.604
35. H 0.311
36. H 0.406
37. H 0.413
38. H 0.317
39. O 0.957
40. C 0.131
41. C 0.321
42. C -0.052
43. H 0.216
44. C -0.796
45. H 0.304
46. C -0.477
47. H 0.396
48. C -0.433
49. C -0.671
50. H 0.434
51. H 0.381
52. H 0.401
53. Si 0.502
54. Cl -0.339
55. C -0.883
56. C -0.408
57. C -0.924
58. H 0.252
59. H 0.308
60. H 0.268
61. H 0.263
62. H 0.322
63. H 0.255
64. H -0.108
65. H 0.284
66. H 0.236
67. C -0.710
68. N 0.227
69. C -1.157
70. C 0.192
71. O -0.115
72. N 0.126
73. C -1.091
74. C -0.786
75. H 0.346
76. H 0.215
77. H 0.124
78. H 0.384
79. H 0.399
80. H 0.293
81. H 0.359
82. H 0.347
83. H 0.361
84. H 0.151
85. H 0.217
86. H 0.402